C32H64O64S16 | ωB97M-V/def2-TZVPD

molar mass	1985.87	g/mol
total energy	-338597.223	eV
F_max	6.93	eV/Å

The geometry in ORCA input format:
```
! wB97M-V def2-TZVPD RIJCOSX def2/J DEFGRID3
* xyz 0 1
C 3.741 -2.866 2.091
C 3.247 -3.999 2.989
O 1.943 -3.576 3.615
S 1.651 -1.998 3.364
O 2.374 -1.179 4.314
O 0.255 -1.744 3.019
O 2.570 -2.080 1.922
H 4.124 -3.216 1.133
H 4.471 -2.275 2.645
H 4.082 -4.011 3.690
H 3.186 -4.963 2.484
C -0.105 0.417 5.737
C -0.061 -0.869 6.576
O 0.804 -0.610 7.566
S 0.907 0.981 7.981
O 2.339 1.135 8.404
O -0.264 1.554 8.765
O 0.815 1.283 6.369
H -1.039 0.973 5.817
H 0.181 0.196 4.709
H 0.492 -1.654 6.060
H -1.081 -1.186 6.792
C 2.457 -6.112 -3.095
C 1.751 -4.834 -3.539
O 2.871 -3.927 -3.734
S 4.044 -4.150 -2.551
O 3.716 -3.328 -1.382
O 5.454 -4.108 -3.016
O 3.545 -5.687 -2.280
H 2.812 -6.570 -4.019
H 1.801 -6.719 -2.472
H 0.991 -4.479 -2.844
H 1.147 -4.965 -4.437
C -6.262 1.786 2.138
C -4.946 1.475 1.364
O -5.230 1.850 0.050
S -6.754 1.396 -0.386
O -7.037 -0.056 -0.386
O -7.154 2.167 -1.498
O -7.254 2.006 1.089
H -6.155 2.362 3.057
H -6.607 0.869 2.615
H -4.652 0.430 1.464
H -4.119 2.127 1.643
C -6.510 0.291 8.164
C -5.366 -0.263 9.037
O -4.381 -0.524 8.080
S -4.324 0.484 6.795
O -4.054 -0.082 5.522
O -3.630 1.703 7.237
O -5.945 0.718 6.945
H -6.877 1.235 8.567
H -7.355 -0.339 7.887
H -5.720 -1.154 9.556
H -5.052 0.389 9.853
C -2.234 -0.030 -0.456
C -1.265 -0.216 0.659
O 0.024 -0.013 0.068
S 0.009 -0.272 -1.592
O 0.454 -1.646 -1.934
O 0.748 0.772 -2.296
O -1.711 -0.162 -1.728
H -2.401 1.041 -0.570
H -3.189 -0.489 -0.200
H -1.482 -1.265 0.861
H -1.301 0.252 1.643
C 4.055 2.654 4.451
C 4.482 1.251 4.967
O 4.736 0.439 3.782
S 4.389 1.283 2.393
O 2.994 1.166 1.957
O 5.519 1.134 1.469
O 4.587 2.733 3.167
H 4.626 3.504 4.825
H 2.990 2.868 4.369
H 3.861 0.689 5.665
H 5.507 1.298 5.336
C 0.647 3.460 2.765
C 0.138 2.668 1.535
O -1.272 2.889 1.488
S -1.761 3.833 2.718
O -2.101 2.854 3.761
O -2.679 4.871 2.296
O -0.311 4.401 2.903
H 1.610 3.945 2.605
H 0.754 2.819 3.640
H 0.363 1.603 1.580
H 0.525 2.968 0.561
C 3.950 1.360 -3.048
C 3.943 0.223 -2.017
O 5.312 0.142 -1.487
S 6.336 1.365 -2.078
O 7.062 0.908 -3.284
O 7.066 2.118 -1.086
O 5.006 2.208 -2.711
H 2.958 1.809 -3.011
H 4.113 0.929 -4.036
H 3.648 -0.645 -2.608
H 3.439 0.519 -1.098
C 0.043 6.063 -0.713
C -0.397 5.151 -1.935
O 0.812 4.654 -2.563
S 2.196 4.822 -1.580
O 3.114 5.550 -2.553
O 2.765 3.681 -0.861
O 1.498 6.029 -0.577
H -0.343 5.744 0.255
H -0.207 7.095 -0.960
H -1.030 5.653 -2.667
H -0.949 4.343 -1.456
C -4.028 2.002 -3.042
C -4.151 3.472 -2.577
O -3.424 4.290 -3.409
S -2.605 3.423 -4.544
O -1.411 2.879 -3.975
O -2.719 4.199 -5.755
O -3.733 2.202 -4.460
H -4.966 1.458 -2.929
H -3.137 1.494 -2.674
H -3.575 3.507 -1.652
H -5.208 3.737 -2.574
C -0.732 -4.697 0.742
C -1.645 -5.585 -0.105
O -2.985 -5.345 0.255
S -3.273 -3.892 0.804
O -4.221 -3.701 1.958
O -3.257 -2.875 -0.225
O -1.719 -3.926 1.499
H -0.212 -3.969 0.119
H 0.080 -5.067 1.367
H -1.276 -6.569 0.185
H -1.374 -5.428 -1.149
C -2.226 -0.108 -6.090
C -1.922 -1.270 -6.968
O -2.042 -2.396 -6.281
S -1.514 -2.143 -4.746
O -0.057 -2.345 -4.613
O -2.510 -2.793 -3.821
O -1.929 -0.514 -4.765
H -3.283 0.156 -6.092
H -1.691 0.815 -6.318
H -0.969 -1.321 -7.496
H -2.646 -1.229 -7.782
C -2.055 -3.886 4.549
C -1.695 -5.318 4.522
O -0.836 -5.534 5.606
S -1.126 -4.534 6.813
O 0.021 -4.308 7.668
O -2.525 -4.701 7.374
O -1.210 -3.420 5.632
H -3.028 -3.749 5.022
H -1.914 -3.278 3.655
H -1.168 -5.807 3.702
H -2.588 -5.933 4.628
C 4.270 -2.087 -6.013
C 4.586 -3.470 -6.547
O 5.893 -3.393 -6.999
S 6.817 -2.082 -6.466
O 6.984 -1.091 -7.507
O 7.907 -2.512 -5.578
O 5.505 -1.707 -5.469
H 3.436 -2.013 -5.315
H 4.056 -1.497 -6.904
H 3.771 -3.840 -7.169
H 4.472 -4.243 -5.788
C 0.672 3.986 -6.864
C -0.260 5.132 -7.476
O 0.467 5.420 -8.715
S 2.026 5.102 -8.679
O 2.681 6.184 -7.964
O 2.555 4.731 -9.923
O 1.616 3.798 -7.731
H 0.091 3.151 -6.473
H 1.075 4.353 -5.920
H -0.398 5.942 -6.760
H -1.221 4.815 -7.882
*
```

Here are the Löwdin charges for atoms 1 to 4, given in e: -0.18 -0.10 -0.21 0.72